{"formula": "H4O2", "method": "ωB97M-V/def2-TZVPD", "lumo_energy_ev": 0.9, "max_force_ev_per_a": 1.978, "relative_energy_kcal_mol": 15.5, "smiles": "O.O", "homo_ev": -10.75, "gap_ev": 11.6, "e_tot_ev": -4159.2688, "multiplicity": 1, "elements": ["O", "H", "H", "O", "H", "H"], "coordinates": [[-1.004, 0.039, -0.024], [-0.491, 0.804, 0.239], [-1.644, -0.073, 0.679], [1.310, 0.000, -0.166], [1.261, -0.938, 0.021], [0.569, 0.168, -0.749]], "mulliken_charge": [-0.6499, 0.3395, 0.2921, -0.6795, 0.3215, 0.3763]}

=====

{"formula": "C38H112O18", "method": "ωB97M-V/def2-TZVPD", "lumo_energy_ev": 0.3, "max_force_ev_per_a": 3.527, "relative_energy_kcal_mol": 56.8, "homo_ev": -9.51, "gap_ev": 9.9, "e_tot_ev": -78072.9664, "multiplicity": 1, "elements": ["C", "C", "C", "O", "H", "H", "H", "H", "H", "H", "H", "H", "C", "C", "C", "O", "H", "H", "H", "H", "H", "H", "H", "H", "C", "C", "O", "H", "H", "H", "H", "H", "H", "C", "C", "O", "H", "H", "H", "H", "H", "H", "C", "C", "O", "H", "H", "H", "H", "H", "H", "C", "C", "O", "H", "H", "H", "H", "H", "H", "C", "C", "O", "H", "H", "H", "H", "H", "H", "C", "C", "O", "H", "H", "H", "H", "H", "H", "C", "C", "O", "H", "H", "H", "H", "H", "H", "C", "C", "O", "H", "H", "H", "H", "H", "H", "C", "C", "O", "H", "H", "H", "H", "H", "H", "C", "C", "O", "H", "H", "H", "H", "H", "H", "C", "C", "O", "H", "H", "H", "H", "H", "H", "C", "C", "O", "H", "H", "H", "H", "H", "H", "C", "C", "O", "H", "H", "H", "H", "H", "H", "C", "C", "O", "H", "H", "H", "H", "H", "H", "C", "C", "O", "H", "H", "H", "H", "H", "H", "C", "C", "O", "H", "H", "H", "H", "H", "H"], "coordinates": [[5.532, 4.562, -3.825], [5.266, 3.614, -2.670], [5.788, 4.069, -1.283], [3.847, 3.292, -2.511], [5.286, 4.097, -4.792], [6.607, 4.802, -3.865], [4.953, 5.495, -3.649], [5.805, 2.661, -2.893], [5.257, 4.972, -0.954], [6.831, 4.335, -1.396], [5.741, 3.347, -0.554], [3.771, 2.722, -1.769], [-5.904, -4.309, -1.237], [-4.925, -3.446, -0.496], [-5.583, -2.171, -0.033], [-4.433, -4.180, 0.606], [-5.352, -5.107, -1.637], [-6.410, -3.808, -1.999], [-6.561, -4.721, -0.455], [-4.055, -3.201, -1.163], [-6.129, -2.260, 0.914], [-6.400, -1.839, -0.671], [-4.890, -1.331, 0.040], [-3.879, -4.873, 0.230], [4.666, 0.360, 0.650], [3.228, 0.870, 0.771], [2.740, 1.328, -0.482], [4.824, -0.346, -0.230], [4.980, 0.059, 1.683], [5.394, 1.151, 0.562], [3.076, 1.567, 1.630], [2.680, -0.114, 0.999], [1.736, 1.267, -0.532], [-5.121, 1.341, 1.832], [-5.162, 1.292, 0.328], [-3.944, 1.532, -0.315], [-6.102, 1.021, 2.189], [-5.011, 2.355, 2.151], [-4.312, 0.736, 2.224], [-5.857, 1.991, -0.029], [-5.638, 0.387, -0.134], [-3.978, 0.846, -0.990], [-1.466, -0.253, 3.706], [-0.619, -0.774, 2.579], [-0.651, -2.219, 2.435], [-1.186, 0.804, 3.868], [-1.250, -0.877, 4.576], [-2.537, -0.310, 3.523], [0.407, -0.553, 2.929], [-0.760, -0.195, 1.636], [-1.596, -2.470, 2.500], [-0.523, 4.790, 1.592], [-1.785, 4.392, 0.859], [-1.959, 2.961, 0.746], [0.372, 4.260, 1.176], [-0.594, 4.501, 2.634], [-0.255, 5.823, 1.451], [-1.722, 4.811, -0.168], [-2.614, 4.868, 1.380], [-2.689, 2.731, 0.173], [-3.082, -4.842, 4.190], [-3.721, -3.533, 3.843], [-3.174, -2.902, 2.624], [-3.161, -5.659, 3.426], [-3.587, -5.295, 5.042], [-2.025, -4.703, 4.460], [-3.565, -2.812, 4.645], [-4.776, -3.676, 3.721], [-3.543, -3.284, 1.844], [-4.674, 1.812, -3.419], [-3.489, 0.808, -3.244], [-3.806, -0.252, -2.315], [-5.595, 1.302, -3.691], [-4.373, 2.478, -4.228], [-4.808, 2.436, -2.555], [-2.620, 1.396, -2.915], [-3.266, 0.397, -4.187], [-3.082, -0.868, -2.432], [-3.365, 4.363, 5.907], [-3.782, 4.552, 4.445], [-5.088, 4.194, 4.072], [-2.320, 4.767, 6.001], [-3.384, 3.313, 6.192], [-4.158, 4.830, 6.497], [-3.019, 3.986, 3.854], [-3.689, 5.664, 4.147], [-5.337, 3.466, 4.660], [3.063, -0.332, 5.549], [1.648, -0.196, 6.050], [1.201, -1.264, 6.833], [3.136, -1.212, 4.960], [3.775, -0.256, 6.392], [3.336, 0.483, 4.899], [1.004, -0.103, 5.194], [1.508, 0.732, 6.574], [0.749, -1.976, 6.292], [0.904, 4.983, -6.467], [1.934, 4.524, -5.456], [2.215, 5.498, -4.457], [1.234, 5.734, -7.211], [-0.027, 5.349, -5.971], [0.646, 4.103, -7.063], [2.885, 4.223, -5.886], [1.440, 3.686, -4.904], [2.813, 4.996, -3.847], [4.395, 0.570, -4.438], [4.832, -0.131, -3.123], [3.701, -0.643, -2.417], [3.925, 1.557, -4.200], [3.655, -0.020, -4.986], [5.235, 0.831, -5.123], [5.474, 0.566, -2.559], [5.409, -1.011, -3.415], [3.259, 0.155, -2.010], [0.125, -2.242, -4.954], [-0.962, -2.777, -4.020], [-2.054, -1.879, -3.836], [0.922, -2.935, -5.218], [0.538, -1.308, -4.615], [-0.379, -2.003, -5.889], [-0.643, -2.841, -2.963], [-1.319, -3.807, -4.258], [-2.507, -1.647, -4.654], [-0.176, 5.438, -2.088], [0.631, 4.190, -1.949], [0.068, 3.205, -2.843], [0.124, 5.983, -1.131], [-1.239, 5.216, -2.169], [0.230, 6.027, -2.922], [0.482, 3.853, -0.893], [1.704, 4.310, -2.121], [0.489, 2.373, -2.673], [0.204, -1.131, -0.815], [-0.628, 0.140, -0.813], [0.063, 1.310, -0.295], [0.260, -1.477, 0.217], [1.259, -1.001, -1.146], [-0.246, -1.848, -1.509], [-1.560, -0.016, -0.268], [-0.938, 0.325, -1.847], [-0.639, 1.978, -0.003], [2.547, -4.652, 5.626], [1.938, -3.939, 4.426], [0.622, -3.507, 4.782], [1.896, -5.484, 5.978], [2.610, -3.885, 6.369], [3.558, -5.015, 5.431], [1.993, -4.559, 3.517], [2.465, -3.051, 4.157], [0.159, -3.059, 4.024], [0.534, -6.665, -0.636], [0.887, -5.224, -0.901], [1.337, -5.049, -2.211], [-0.347, -7.008, -1.220], [0.236, -6.970, 0.376], [1.396, -7.377, -0.953], [1.668, -4.906, -0.115], [0.050, -4.510, -0.683], [2.190, -4.621, -2.095], [4.877, -5.060, -0.284], [4.517, -3.623, -0.234], [3.619, -3.447, -1.366], [3.927, -5.685, -0.189], [5.515, -5.300, 0.578], [5.285, -5.383, -1.272], [5.433, -3.047, -0.287], [4.009, -3.346, 0.684], [3.476, -2.505, -1.464]], "mulliken_charge": [-1.5000, 1.1886, -1.4541, 0.2614, 0.2218, 0.4251, 0.3527, -0.1660, 0.3022, 0.4579, 0.2162, -0.1590, -1.8323, 1.1524, -1.1031, -0.5814, 0.5042, 0.4590, 0.3401, -0.1569, 0.4331, 0.5852, -0.2641, 0.2829, -0.9573, 0.2231, -0.0505, -0.0508, 0.4011, 0.2073, 0.3437, -0.1913, 0.1315, -1.3275, 0.0380, -0.4124, 0.4741, 0.4956, -0.0823, 0.5384, 0.1385, 0.1658, -1.2799, 1.4923, -0.1493, 0.4750, 0.3279, -0.1117, -0.0934, -0.6947, 0.2559, -1.1946, -0.1014, -0.0923, 0.0633, 0.3072, 0.4698, 0.1378, 0.4784, 0.1514, -0.9311, -0.3166, -0.4846, 0.2110, 0.4291, 0.0652, 0.3401, 0.3706, 0.1722, -1.4373, -0.1626, -0.4801, 0.3165, 0.4568, 0.2809, 0.1053, 0.5779, 0.0878, -1.2804, 0.3138, -0.5140, 0.3419, 0.3340, 0.3687, -0.0994, 0.2398, 0.3051, -0.8564, 0.5304, -0.5744, 0.0628, 0.2940, 0.3412, -0.5165, 0.4191, 0.3660, -1.3836, 0.6182, -0.6504, 0.3599, 0.2922, 0.3519, 0.2553, -0.0902, 0.0713, -0.7540, -0.4005, 0.0491, -0.1175, 0.3541, 0.3665, 0.3353, 0.3250, -0.1196, -1.1361, 0.5410, -0.3404, 0.3549, 0.2223, 0.3919, -0.3850, 0.2943, 0.1420, -1.7069, 2.2829, -0.6158, 0.2670, 0.3457, 0.4294, -0.7233, -0.4469, 0.1525, 1.8324, -0.2556, 0.3431, -0.3650, -0.5191, -1.1469, 0.2291, 0.0648, -0.2639, -1.2518, 0.3833, -0.5361, 0.2854, 0.3015, 0.3881, 0.2707, -0.1433, 0.2788, -1.3961, 0.9222, -0.5637, 0.3421, 0.3303, 0.2761, -0.1883, -0.1236, 0.4735, -1.1566, -0.0036, -0.4055, 0.1512, 0.3862, 0.2936, 0.3681, 0.1555, 0.1414]}

=====

{"formula": "C9H40O11", "method": "ωB97M-V/def2-TZVPD", "lumo_energy_ev": -0.4, "max_force_ev_per_a": 2.092, "relative_energy_kcal_mol": 39.4, "smiles": "CC(C)O.CC(C)O.CC(C)O.O.O.O.O.O.O.O.O", "homo_ev": -9.70, "gap_ev": 9.3, "e_tot_ev": -32504.0070, "multiplicity": 1, "elements": ["O", "H", "H", "O", "H", "H", "O", "H", "H", "O", "H", "H", "O", "H", "H", "O", "H", "H", "O", "H", "H", "O", "H", "H", "C", "C", "C", "O", "H", "H", "H", "H", "H", "H", "H", "H", "C", "C", "C", "O", "H", "H", "H", "H", "H", "H", "H", "H", "C", "C", "C", "O", "H", "H", "H", "H", "H", "H", "H", "H"], "coordinates": [[-19.657, 13.629, -3.130], [-19.031, 13.530, -3.848], [-19.621, 14.560, -2.907], [-24.032, 11.919, 0.716], [-23.315, 11.782, 0.096], [-24.825, 11.862, 0.182], [-18.670, 11.409, -1.598], [-18.701, 11.748, -0.704], [-19.162, 12.047, -2.114], [-23.126, 10.497, -2.267], [-23.140, 11.454, -2.283], [-22.478, 10.255, -2.928], [-24.120, 14.975, -0.526], [-23.623, 15.438, 0.148], [-23.481, 14.393, -0.938], [-20.724, 14.875, 0.122], [-20.170, 14.806, 0.900], [-20.324, 15.573, -0.396], [-22.140, 13.242, -1.807], [-21.509, 13.077, -2.508], [-21.627, 13.660, -1.116], [-22.926, 15.198, 1.948], [-23.187, 14.415, 2.434], [-22.219, 14.901, 1.376], [-24.768, 16.493, -5.397], [-24.229, 15.809, -4.148], [-22.670, 15.864, -4.043], [-24.818, 16.575, -3.114], [-24.400, 17.514, -5.498], [-25.856, 16.476, -5.460], [-24.454, 15.991, -6.312], [-24.571, 14.775, -4.195], [-22.295, 16.880, -3.919], [-22.294, 15.501, -4.999], [-22.354, 15.363, -3.128], [-24.771, 15.981, -2.361], [-18.761, 10.578, 3.113], [-19.192, 10.807, 1.635], [-20.584, 11.345, 1.561], [-18.319, 11.811, 1.157], [-18.823, 11.445, 3.771], [-17.833, 10.031, 3.278], [-19.442, 9.891, 3.616], [-19.152, 9.941, 0.975], [-20.784, 11.687, 0.545], [-20.867, 12.033, 2.358], [-21.248, 10.534, 1.860], [-17.471, 11.401, 1.343], [-25.928, 11.838, -5.839], [-24.782, 12.718, -6.284], [-23.422, 12.285, -5.745], [-24.783, 12.713, -7.687], [-25.764, 10.782, -6.055], [-26.893, 12.190, -6.203], [-25.929, 11.734, -4.754], [-25.077, 13.724, -5.985], [-23.120, 11.263, -5.972], [-23.263, 12.352, -4.669], [-22.562, 12.810, -6.159], [-24.665, 11.785, -7.903]], "mulliken_charge": [-0.5573, 0.2599, 0.2196, -0.6151, 0.2391, 0.3261, -0.6615, 0.3953, 0.3504, -0.6356, 0.1992, 0.3160, -0.6267, 0.3914, 0.2520, -0.6156, 0.2884, 0.2094, 0.2538, 0.0116, 0.0374, -0.6585, 0.3514, 0.3001, -1.6517, 0.7020, -0.7771, -0.6067, 0.3811, 0.3802, 0.4126, 0.1877, 0.4332, 0.2955, -0.1058, 0.3813, -1.4443, 0.4899, -0.9578, -0.5952, 0.3420, 0.4277, 0.3944, 0.2056, -0.0616, 0.3334, 0.4669, 0.3200, -1.4558, 1.0248, -1.0990, -0.5984, 0.4166, 0.3789, 0.3130, -0.2842, 0.4727, 0.0726, 0.3875, 0.3873]}

=====

{"formula": "C3H9NO2", "method": "ωB97M-V/def2-TZVPD", "lumo_energy_ev": -1.8, "max_force_ev_per_a": 3.986, "relative_energy_kcal_mol": 111.3, "homo_ev": -9.67, "gap_ev": 7.9, "e_tot_ev": -8838.1282, "multiplicity": 1, "elements": ["C", "C", "N", "H", "H", "H", "H", "H", "H", "H", "H", "O", "C", "O", "H"], "coordinates": [[-0.378, 1.117, -1.175], [0.610, 0.159, -0.605], [0.967, -2.521, 0.191], [-0.611, 1.808, -0.367], [0.052, 1.575, -2.083], [-1.281, 0.441, -1.367], [1.163, -0.413, -1.319], [1.357, 0.529, 0.108], [0.380, -1.898, 0.747], [1.820, -1.977, 0.056], [0.596, -2.364, -0.754], [-0.329, 0.039, 1.181], [-1.187, 0.867, 1.627], [-2.299, 1.175, 1.222], [-0.859, 1.462, 2.536]], "mulliken_charge": [-0.9425, -0.3552, -0.8802, 0.2871, 0.3587, 0.2763, 0.5440, 0.3434, 0.4408, 0.2913, 0.3203, -0.5339, 0.0707, -0.5178, 0.2969]}